# 1
Computed, not measured: a structure of composition C25H44N4O2PRhS2Se, with ωB97M-V/def2-TZVPD.

```
! RIJCOSX wB97M-V def2-TZVPD def2/J DEFGRID3
* xyz 1 2
Rh 0.599 1.946 -0.082
C 3.055 7.414 -1.422
C 3.043 6.731 -0.079
O 3.291 5.301 -0.271
P 2.239 4.219 0.125
S 2.952 2.376 -0.113
S 0.487 4.216 -0.854
O 1.991 4.563 1.666
C 1.222 3.712 2.526
C 2.075 3.278 3.693
H 2.917 8.487 -1.286
H 2.251 7.039 -2.055
H 4.006 7.250 -1.927
H 2.094 6.866 0.441
H 3.843 7.079 0.571
H 0.879 2.811 1.980
H 0.339 4.272 2.835
H 2.885 2.635 3.351
H 1.468 2.731 4.416
H 2.504 4.147 4.191
C -2.065 0.464 0.368
C -3.607 0.394 0.246
N -4.126 1.637 -0.306
C -3.555 1.838 -1.633
C -2.008 1.900 -1.563
N -1.555 1.760 -0.151
C -2.191 2.837 0.664
C -3.734 2.738 0.566
H -1.593 -0.322 -0.211
H -1.731 0.377 1.403
H -4.068 0.219 1.218
H -3.903 -0.425 -0.412
H -3.956 2.765 -2.044
H -3.884 1.023 -2.279
H -1.631 2.848 -1.940
H -1.528 1.103 -2.134
H -1.827 3.793 0.297
H -1.834 2.717 1.689
H -4.151 3.662 0.166
H -4.179 2.576 1.548
C 1.060 -4.980 3.456
C 1.705 -4.139 2.360
C 1.490 -2.637 2.537
C 0.108 -2.122 2.139
N -0.252 -2.447 0.755
C 0.145 -1.751 -0.324
Se 1.428 -0.366 -0.300
N -0.368 -2.327 -1.425
C -0.188 -1.875 -2.807
C 0.576 -2.892 -3.649
C 2.015 -3.097 -3.172
C 2.946 -1.963 -3.585
C -1.148 -3.414 -1.045
C -1.959 -4.268 -1.781
C -2.670 -5.219 -1.072
C -2.594 -5.299 0.323
C -1.809 -4.429 1.057
C -1.080 -3.488 0.343
H 1.355 -6.026 3.375
H -0.030 -4.951 3.419
H 1.363 -4.626 4.443
H 1.345 -4.456 1.376
H 2.779 -4.331 2.352
H 2.234 -2.073 1.972
H 1.634 -2.376 3.590
H 0.081 -1.035 2.222
H -0.679 -2.525 2.777
H 0.367 -0.940 -2.757
H -1.179 -1.665 -3.214
H 0.581 -2.516 -4.675
H 0.040 -3.842 -3.673
H 2.387 -4.042 -3.570
H 2.028 -3.207 -2.082
H 2.944 -1.836 -4.669
H 3.971 -2.166 -3.276
H 2.655 -1.013 -3.132
H -2.042 -4.193 -2.856
H -3.308 -5.909 -1.606
H -3.172 -6.053 0.839
H -1.776 -4.482 2.135
*
```

Computed properties:
**F_max**: 0.67 eV/A
**Calculated total energy**: -4998.16837 Ha
**⟨S²⟩**: 0.756
**Frontier orbital gap (alpha / beta)**: 7.93 / 7.31 eV

***

# 2
Computed, not measured: a structure of composition C25H44N4OPS3Si2Yb in a non-equilibrium geometry, with ωB97M-V/def2-TZVPD.

```
! RIJCOSX wB97M-V def2-TZVPD def2/J DEFGRID3
* xyz -2 2
Yb 11.492 11.438 10.730
C 8.647 13.806 10.319
Si 7.914 12.089 10.410
C 6.677 12.056 11.875
C 7.021 11.957 8.715
N 9.179 10.860 10.530
C 8.797 9.594 10.395
C 7.421 9.108 10.364
C 7.056 7.767 10.234
C 8.087 6.794 10.088
C 9.419 7.199 10.198
C 9.886 8.566 10.324
N 11.130 8.977 10.404
Si 12.380 7.700 10.493
C 12.326 6.686 8.861
C 14.171 8.206 10.614
C 12.215 6.654 12.124
H 7.738 14.426 10.103
H 9.359 13.895 9.487
H 9.072 14.146 11.247
H 5.768 12.603 11.560
H 7.086 12.562 12.774
H 6.391 11.056 12.218
H 6.270 12.765 8.614
H 6.515 11.011 8.533
H 7.777 12.112 7.920
H 6.632 9.858 10.357
H 6.009 7.500 10.145
H 7.879 5.766 9.878
H 10.192 6.442 10.132
H 12.034 7.332 8.011
H 11.650 5.805 8.865
H 13.358 6.346 8.711
H 14.509 8.587 9.644
H 14.748 7.312 10.871
H 14.345 8.978 11.350
H 11.250 6.137 12.265
H 12.428 7.319 12.969
H 13.023 5.912 12.067
S 12.697 13.314 14.806
C 11.963 12.061 13.961
S 10.291 12.070 13.620
S 12.848 10.763 13.225
C 10.105 9.947 6.801
P 11.338 11.221 7.114
C 13.003 10.509 6.997
C 11.316 12.574 5.935
O 11.119 11.826 8.537
H 9.776 9.874 5.739
H 9.245 10.127 7.444
H 10.506 8.992 7.173
H 13.286 10.096 6.004
H 13.087 9.678 7.693
H 13.740 11.282 7.289
H 11.683 12.331 4.931
H 11.928 13.397 6.313
H 10.265 12.911 5.842
C 17.190 13.156 10.200
C 16.843 11.656 10.188
C 17.236 10.988 11.531
C 17.661 10.989 9.041
C 15.365 11.570 10.006
C 14.138 11.367 10.089
H 18.265 13.353 10.303
H 16.688 13.644 11.032
H 16.869 13.649 9.259
H 18.308 11.110 11.781
H 17.045 9.897 11.506
H 16.661 11.416 12.365
H 18.737 11.058 9.225
H 17.502 11.492 8.055
H 17.390 9.948 8.931
N 12.298 14.982 11.733
C 12.533 16.257 11.255
C 12.811 16.137 9.870
C 12.588 14.777 9.567
N 12.259 14.049 10.701
H 12.295 14.645 12.702
H 12.582 17.133 11.919
H 13.047 16.935 9.179
H 12.653 14.255 8.604
*
```

Computed properties:
**F_max**: 4.79 eV/A
**Calculated total energy**: -4547.06446 Ha
**⟨S²⟩**: 0.751
**Frontier orbital gap (alpha / beta)**: 4.02 / 4.02 eV
**ΔE to the lowest compared entry with this formula, charge and spin**: 0.000 eV